Computed, not measured: a molecular structure, C21H35Cl6CoF5N2O17S4 in a non-equilibrium geometry, with ωB97M-V/def2-TZVPD.

Last column: Mulliken charge in e.
Element x y z (Å)
Co1 -0.467530 -0.376095 2.419609  1.06
N1 -2.058599 -0.876923 3.345348  0.70
S1 -2.581260 -1.403106 4.708161  0.74
O1 -2.735140 -2.829827 4.863573  -0.61
O2 -3.510646 -0.630478 5.533355  -0.58
F1 -1.173610 -1.077936 5.498566  -0.37
S2 -3.706002 -0.671857 2.850864  0.80
O3 -4.314656 0.664040 3.099912  -0.58
O4 -4.601790 -1.828320 2.701708  -0.56
F2 -3.277881 -0.570166 1.305182  -0.14
N2 -0.007704 0.356009 0.601957  1.08
S3 -0.679392 1.240354 -0.432907  0.73
O5 -1.293356 0.568835 -1.595155  -0.50
O6 -0.121179 2.547660 -0.684351  -0.54
F3 -1.919411 1.660220 0.514962  -0.40
S4 1.303646 0.219758 -0.471843  0.18
O7 2.354323 1.187496 -0.356813  -0.58
O8 1.092983 -0.521682 -1.693130  -0.67
F4 2.097920 -0.846541 0.392016  -0.52
C1 2.392305 4.890193 -1.629266  0.06
Cl1 3.511264 4.201010 -0.500529  -0.12
Cl2 2.498791 6.698164 -1.464372  -0.21
H1 2.669203 4.585774 -2.638604  0.36
H2 1.404862 4.495654 -1.389711  -0.09
C2 -0.661211 0.825257 -4.392232  1.03
Cl3 -0.215242 0.431638 -6.076232  -0.24
Cl4 -0.203933 2.541337 -4.060813  -0.20
H3 -1.721067 0.624038 -4.236294  -0.26
H4 -0.031937 0.290755 -3.680598  -0.38
C3 3.528323 -3.220553 -1.963282  0.37
Cl5 3.161789 -4.786551 -1.207491  -0.19
Cl6 2.607533 -3.206959 -3.518227  -0.16
H5 3.193352 -2.441603 -1.278348  -0.40
H6 4.617285 -3.181517 -1.990199  0.35
C4 -2.429321 -3.422617 -0.380800  -0.89
C5 -0.903767 -3.128785 -0.736559  0.43
O9 -0.205644 -3.988933 0.125385  -0.27
C6 0.128084 -3.561518 1.409005  0.41
O10 -0.057651 -2.480514 1.902393  -0.24
O11 0.637614 -4.709933 2.025216  -0.32
C7 0.667611 -4.748099 3.460421  -0.60
H7 -2.637182 -4.452909 -0.669557  0.35
H8 -3.085875 -2.903129 -1.078773  0.20
H9 -2.619976 -3.183377 0.665393  0.12
H10 -0.669849 -2.066214 -0.670797  -0.33
H11 -0.738032 -3.178461 -1.812741  0.39
H12 1.712159 -4.647687 3.755263  0.30
H13 0.409488 -5.689203 3.946010  0.29
H14 0.098213 -3.969746 3.968417  0.16
C8 1.286887 5.500838 2.157484  -1.10
C9 0.793157 4.082011 2.219394  0.41
O12 0.378035 3.851170 3.585911  -0.35
C10 -0.369327 2.803164 3.972985  0.43
O13 -0.528449 1.792968 3.312307  -0.49
O14 -1.015966 2.981338 5.157393  -0.41
C11 -1.908330 2.072855 5.728053  -0.47
H15 0.412009 6.117352 2.363899  0.36
H16 1.645450 5.791901 1.170153  0.09
H17 2.102681 5.637429 2.867351  0.31
H18 1.488918 3.307022 1.897812  0.17
H19 -0.063976 4.022154 1.548692  0.12
H20 -2.418871 2.710838 6.449460  0.31
H21 -1.543946 1.170553 6.219156  0.24
H22 -2.657184 1.747575 5.005901  0.20
C12 -5.038921 -0.714126 -6.739958  -1.14
C13 -4.350586 -1.519910 -5.681506  -0.28
O15 -3.959085 -0.843487 -4.501502  -0.16
C14 -4.883370 -0.353858 -3.584811  0.50
O16 -6.077671 -0.308636 -3.751520  -0.60
O17 -4.193927 0.079770 -2.544986  0.01
C15 -4.957595 0.602648 -1.342781  -0.58
H23 -6.045861 -0.392182 -6.474387  0.29
H24 -5.020249 -1.314087 -7.649794  0.40
H25 -4.372457 0.104405 -7.011861  0.29
H26 -3.421463 -1.827139 -6.161555  0.29
H27 -4.898699 -2.422558 -5.411527  0.31
H28 -5.680683 1.374439 -1.606562  0.36
H29 -4.310744 1.144904 -0.653105  0.02
H30 -5.386256 -0.232956 -0.789499  0.31
F5 7.935550 -2.398661 1.107071  -0.31
C16 7.456772 -1.252998 0.596390  0.32
C17 6.069156 -0.936909 0.768107  -0.61
C18 5.614188 0.325363 0.274861  -0.18
C19 6.491871 1.216201 -0.301785  -0.51
C20 7.811081 0.900967 -0.479319  -0.38
C21 8.294162 -0.306603 0.021559  -0.38
H31 5.415514 -1.667905 1.220647  0.52
H32 4.556436 0.538275 0.322239  0.42
H33 6.021546 2.103315 -0.699560  0.39
H34 8.503432 1.495220 -1.057179  0.38
H35 9.368867 -0.409616 -0.006725  0.36

Forces on atoms 1 to 2 (eV/Å):
1.059 1.168 -1.431
-4.905 0.051 -0.079

LUMO (spin up / spin down): 0.02359 / 0.01494 Eh
energy: -8445.6415 a.u.
orbital gap (spin up / spin down): 3.8 / 7.9 eV
charge: -1
multiplicity: 5

Computed, not measured: a molecular structure, C21H35GeN3O4Se4SiTe2W in a non-equilibrium geometry, with ωB97M-V/def2-TZVPD.

Last column: Mulliken charge in e.
Element x y z (Å)
W1 0.951206 -0.615117 -0.415209  0.17
O1 -1.269121 1.781202 4.554736  -0.56
C1 -2.374909 1.757517 3.822558  0.45
O2 -3.426427 2.161424 4.246044  -0.61
C2 -2.256996 1.258367 2.425100  0.03
C3 -3.261696 1.306847 1.480080  -0.61
N1 -2.767101 0.814185 0.337443  -0.30
N2 -1.501286 0.433138 0.471294  0.55
C4 -1.165481 0.680058 1.735688  0.18
C5 0.153797 0.160208 2.194038  0.92
O3 0.697651 0.515978 3.216703  -0.74
O4 0.643456 -0.707694 1.348227  -0.04
H1 -0.481415 1.362792 4.136445  0.49
H2 -4.272897 1.659014 1.591710  0.55
H3 -3.190054 0.671271 -0.565527  0.09
Se1 0.988660 1.435515 -1.330942  -0.01
Te1 -2.287102 -0.302664 -4.388090  -0.35
Te2 -0.423427 -0.340642 -2.539952  -0.11
Se2 -0.568661 -2.498015 -0.568549  -0.41
C6 0.060944 -3.252692 -5.241971  -0.81
Si1 1.470319 -2.010347 -5.291025  0.42
C7 3.289025 -2.490249 -5.450499  -1.10
C8 1.115990 -0.325778 -6.081556  -0.76
Se3 2.023515 -1.284187 -2.354364  0.04
H4 0.373135 -4.269164 -5.479173  0.36
H5 -0.756416 -2.926425 -5.883521  0.31
H6 -0.369429 -3.226595 -4.236816  0.27
H7 3.437655 -3.392746 -6.043178  0.36
H8 3.674841 -2.666350 -4.445983  0.34
H9 3.859935 -1.678665 -5.898900  0.31
H10 1.978989 0.098412 -6.592627  0.33
H11 0.782754 0.368159 -5.310101  0.19
H12 0.246225 -0.399606 -6.732947  0.33
C9 4.491536 5.868864 -1.864757  -1.50
C10 3.901252 4.535762 -1.423210  0.18
C11 4.843648 3.730472 -0.533134  -1.15
C12 4.230185 2.415866 -0.008348  -0.13
Ge1 2.272162 2.500349 0.059046  -0.05
C13 1.454799 3.650959 1.420985  -0.22
C14 2.598438 4.177225 2.283107  0.00
C15 2.180717 5.345268 3.181439  -0.64
C16 2.034963 6.643795 2.392154  -1.11
H13 3.803286 6.401796 -2.519903  0.39
H14 5.431106 5.712463 -2.395331  0.35
H15 4.689570 6.493952 -0.992546  0.32
H16 3.621621 3.940330 -2.299942  0.33
H17 2.976081 4.766763 -0.869528  0.16
H18 5.135290 4.350336 0.317812  0.22
H19 5.753714 3.506383 -1.095887  0.48
H20 4.500054 2.216624 1.027713  0.07
H21 4.551102 1.562452 -0.606768  0.73
H22 2.227575 0.882155 1.058504  -0.75
H23 0.726132 3.110652 2.024896  0.26
H24 0.939759 4.461958 0.898162  0.50
H25 3.410826 4.533641 1.646019  -0.14
H26 2.989103 3.352889 2.887972  0.20
H27 2.941310 5.476579 3.954857  0.36
H28 1.238795 5.098580 3.678595  0.31
H29 2.956631 6.876442 1.853219  0.24
H30 1.822124 7.477898 3.060445  0.40
H31 1.221025 6.586436 1.667846  0.29
Se4 3.204116 -1.248866 -0.187482  -0.24
C17 3.865652 -1.187402 1.619890  0.18
C18 3.097489 -1.753946 2.622985  -0.24
C19 3.300312 -1.295877 3.919683  -0.36
N3 4.204066 -0.376077 4.220727  -0.62
C20 4.991883 0.088996 3.262455  -0.45
C21 4.880277 -0.299763 1.934460  -0.43
H32 2.338054 -2.493245 2.404068  0.46
H33 2.679608 -1.656389 4.732007  0.39
H34 5.724166 0.836399 3.552486  0.40
H35 5.533627 0.107570 1.174406  0.54

Forces on atoms 1 to 2 (eV/Å):
-1.037 -2.388 2.579
0.027 0.037 0.332

LUMO (spin up / spin down): -0.07139 / -0.06653 Eh
energy: -13861.4754 a.u.
orbital gap (spin up / spin down): 4.6 / 5.4 eV
charge: 0
multiplicity: 3
energy relative to the best compared isomer or geometry (same formula, charge and spin): 168.2 kcal/mol

Computed, not measured: a molecular structure, C21H35MoNOP2 in a non-equilibrium geometry, with ωB97M-V/def2-TZVPD.

Last column: Mulliken charge in e.
Element x y z (Å)
Mo1 -0.050193 -0.475774 -0.186610  -0.36
P1 2.431107 -0.598774 -0.353810  1.26
P2 -2.530793 -0.348674 0.024890  1.18
N1 -0.091693 0.580426 -1.628110  -0.46
H1 1.387407 -3.013574 2.086190  0.03
C1 3.195507 -2.079574 -1.181610  -1.20
H2 4.299207 -2.023574 -1.205310  0.39
H3 2.811207 -2.145574 -2.213710  0.32
H4 2.889407 -2.991774 -0.641210  0.30
C2 3.371607 -0.549474 1.239390  -1.23
H5 4.450607 -0.727174 1.084490  0.47
H6 2.967007 -1.316174 1.920990  0.22
H7 3.223507 0.439826 1.702690  0.32
C3 3.164907 0.797726 -1.307110  -1.24
H8 4.266607 0.804726 -1.234110  0.47
H9 2.754907 1.741226 -0.911410  0.25
H10 2.861707 0.706626 -2.362910  0.33
C4 -3.567993 -1.720174 -0.683910  -1.25
H11 -4.650193 -1.523474 -0.576210  0.40
H12 -3.315893 -2.663274 -0.170210  0.34
H13 -3.322193 -1.833474 -1.753510  0.32
C5 -3.201293 -0.233674 1.745390  -1.11
H14 -4.305693 -0.226974 1.757790  0.43
H15 -2.821193 0.691626 2.209390  0.28
H16 -2.830293 -1.092374 2.329590  0.23
C6 -3.238793 1.139426 -0.801410  -1.14
H17 -4.318993 1.244126 -0.598310  0.47
H18 -3.068593 1.055026 -1.887210  0.27
H19 -2.697893 2.027426 -0.435810  0.19
C7 -0.066693 1.388626 -2.730010  -0.11
C8 -0.025193 1.696326 -5.155010  -0.49
C9 -0.053793 0.848526 -4.043110  -0.59
C10 -0.050293 2.800726 -2.572510  0.32
C11 -0.020993 3.634526 -3.693010  -0.62
C12 -0.008293 3.091126 -4.989210  -0.44
H20 -0.015493 1.265526 -6.162510  0.34
H21 -0.066593 -0.239674 -4.160410  0.36
H22 -0.059193 3.208626 -1.557110  0.18
H23 -0.007693 4.721626 -3.555910  0.36
H24 0.014507 3.749826 -5.863510  0.35
C13 0.307807 -3.082974 1.821290  0.74
O1 -0.014793 -1.997474 0.995090  -0.70
C14 0.085107 -4.398074 1.062590  -1.40
H25 -0.350693 -5.156174 1.737790  0.44
H26 1.036207 -4.792274 0.663190  0.30
H27 -0.611893 -4.239574 0.222090  0.24
C15 -0.513693 -3.006474 3.113390  -1.45
H28 -1.464593 -3.558174 3.009190  0.41
H29 -0.740893 -1.953574 3.356990  0.26
H30 0.054507 -3.434374 3.955290  0.36
C16 0.326207 2.943026 3.466290  -0.54
C17 0.771407 1.633126 3.648790  -1.05
C18 0.659507 0.707726 2.607790  -0.13
C19 0.112907 1.078026 1.371090  1.12
C20 -0.343693 2.389426 1.206790  0.08
C21 -0.235093 3.320226 2.245090  -0.91
H31 0.408407 3.661426 4.271590  0.37
H32 1.198607 1.332726 4.596790  0.43
H33 0.997307 -0.304074 2.764990  0.79
H34 -0.793593 2.694726 0.293690  0.08
H35 -0.592293 4.332326 2.104190  0.44

Forces on atoms 1 to 2 (eV/Å):
0.401 1.006 1.860
1.396 0.140 -0.145

LUMO (spin up / spin down): 0.01426 / -0.00732 Eh
energy: -1702.0593 a.u.
orbital gap (spin up / spin down): 5.5 / 6.8 eV
charge: 0
multiplicity: 3

Computed, not measured: a molecular structure, C21H36BF2FeN7O6P2 in a non-equilibrium geometry, with ωB97M-V/def2-TZVPD.

Last column: Mulliken charge in e.
Element x y z (Å)
Fe1 0.138145 -0.997915 -1.588660  1.83
C1 3.778513 0.136691 -3.436904  -1.44
C2 3.005525 -0.864310 -2.670358  0.65
O1 1.690970 -0.771189 -3.005887  -0.59
C3 3.505742 -1.819496 -1.708139  -0.92
C4 2.804646 -2.601557 -0.773877  0.62
C5 3.578439 -3.693991 -0.030760  -1.35
N1 1.489984 -2.389879 -0.618772  1.48
N2 0.921738 -3.083150 0.369533  -1.15
C6 -0.346100 -2.752834 0.694751  -0.09
O2 -1.037126 -2.086468 -0.202088  -1.10
C7 -0.828392 -3.089903 1.977256  0.60
C8 -0.061313 -3.669547 2.994993  -0.12
C9 -0.476231 -3.714084 4.279600  -0.67
C10 -1.819190 -3.263077 4.569619  -0.39
C11 -2.602331 -2.726588 3.576450  -0.79
C12 -2.087573 -2.671363 2.269300  -0.23
H1 3.378075 0.245755 -4.476183  0.24
H2 4.838783 -0.140876 -3.527736  0.43
H3 3.788438 1.072660 -2.924065  0.14
H4 4.582778 -1.937676 -1.758373  0.11
H5 3.336123 -4.642636 -0.572457  0.21
H6 3.212318 -3.753485 0.998859  0.21
H7 4.645119 -3.451469 -0.107686  0.43
H8 0.946115 -4.113245 2.845730  0.21
H9 0.162316 -4.048054 5.097937  0.38
H10 -2.179310 -3.151379 5.588111  0.32
H11 -3.593247 -2.397505 3.952888  0.29
H12 -2.745152 -2.344296 1.495043  0.37
C13 -3.883109 1.449790 0.818972  -1.08
N3 -3.030214 0.890276 -0.265148  0.96
C14 -3.752048 -0.180779 -0.952774  -1.08
P1 -1.693826 1.625262 -0.887584  -0.81
O3 -1.083315 0.675335 -1.900364  -0.98
O4 -0.856578 1.909629 0.485248  0.58
P2 0.742227 1.498960 0.772503  -0.27
O5 1.138907 0.415149 -0.194566  -0.05
N4 1.517008 2.923616 0.548540  0.37
C15 1.114734 4.066743 1.374792  -1.02
C16 2.272573 3.251799 -0.667280  -0.78
N5 0.733863 1.104975 2.460619  0.47
C17 -0.263027 1.549447 3.322686  -0.70
C18 1.660408 0.099519 2.860182  -0.82
N6 -1.818179 3.083603 -1.639167  0.50
C19 -2.366670 4.292415 -0.976132  -1.06
C20 -2.079134 3.047182 -3.093856  -0.97
H13 -4.735971 2.036310 0.478581  0.32
H14 -3.360735 2.021014 1.620297  0.20
H15 -4.332421 0.600828 1.427546  0.36
H16 -4.827345 0.020895 -0.854387  0.49
H17 -3.292569 -1.153615 -0.583084  0.09
H18 -3.526907 -0.212596 -2.037312  0.28
H19 1.849684 4.158596 2.205356  0.25
H20 0.140291 3.807371 1.827080  0.27
H21 1.095575 4.991223 0.843086  0.37
H22 3.182717 3.721625 -0.364714  0.44
H23 1.751657 3.959285 -1.292963  0.33
H24 2.406441 2.282764 -1.282178  -0.07
H25 -1.111272 1.917253 2.770029  0.03
H26 0.128972 2.374616 3.983308  0.20
H27 -0.646820 0.743892 4.013591  0.34
H28 2.125342 0.395031 3.770917  0.45
H29 2.410025 -0.006514 2.031069  0.23
H30 1.112793 -0.894483 2.939934  0.11
H31 -2.312049 4.228732 0.093290  0.30
H32 -3.367323 4.560103 -1.311643  0.31
H33 -1.738978 5.121766 -1.271823  0.36
H34 -1.527183 2.252396 -3.578057  0.19
H35 -1.827940 3.969270 -3.665681  0.36
H36 -3.136085 2.875706 -3.309194  0.31
O6 -0.943848 -4.597446 -3.570056  -0.50
C21 -0.481971 -3.547967 -3.543800  0.56
N7 -0.078232 -2.362108 -3.426804  -0.46
F1 2.282487 -2.925083 -3.971228  -0.36
B1 1.281967 -1.983382 -4.051863  0.64
F2 1.098274 -1.337540 -5.264092  -0.33

Forces on atoms 1 to 2 (eV/Å):
0.546 -1.280 0.930
1.131 -0.970 -1.043

LUMO (spin up / spin down): 0.07260 / 0.07253 Eh
energy: -3827.8713 a.u.
orbital gap (spin up / spin down): 2.7 / 4.7 eV
charge: -1
multiplicity: 6
energy relative to the best compared isomer or geometry (same formula, charge and spin): 32.4 kcal/mol

The highest energy belongs to which entry?
C21H35MoNOP2

Look up the multiplicity of the third one.
3